a.
Below is an isolated molecule of C2H3N3O3, with properties calculated with ωB97M-V/def2-TZVPD.

Properties
- frontier orbital gap (Ha) = 0.3329
- highest occupied orbital energy (eV) = -9.0868
- SMILES string = O/N=c1/ncn(O)o1

Each line ends with the natural charge from an NBO analysis.
Atoms and positions in Å:
O (-0.91, 1.95, 1.88)  -0.5647
N (-1.52, 0.85, 1.22)  -0.1738
C (-0.72, 0.31, 0.34)  0.5364
N (-1.21, -0.77, -0.45)  -0.3881
C (-0.18, -1.14, -1.14)  0.2163
N (0.97, -0.29, -1.07)  0.0911
O (2.00, -1.14, -0.64)  -0.5364
O (0.55, 0.63, -0.01)  -0.3538
H (-1.54, 2.16, 2.55)  0.4758
H (-0.23, -1.92, -1.85)  0.2138
H (2.79, -0.64, -0.82)  0.4832

b.
Below is an isolated molecule of C2H3N3O3, with properties calculated with ωB97M-V/def2-TZVPD.

Properties
- frontier orbital gap (Ha) = 0.3368
- highest occupied orbital energy (eV) = -8.6999
- SMILES string = O=c1[nH]c(O)nn1O

Each line ends with the natural charge from an NBO analysis.
Atoms and positions in Å:
O (-1.59, 1.75, -0.26)  -0.5783
C (-0.85, 0.83, 0.03)  0.7289
N (0.51, 1.01, 0.05)  -0.6169
C (1.13, -0.13, 0.02)  0.6202
O (2.39, -0.03, -0.18)  -0.6043
N (0.34, -1.17, -0.23)  -0.3801
N (-0.86, -0.62, 0.19)  -0.0592
O (-2.19, -1.11, -0.23)  -0.5234
H (0.99, 2.00, 0.24)  0.4460
H (2.58, -0.90, -0.20)  0.4897
H (-2.46, -1.63, 0.56)  0.4774

Top of the stability list: b, leading by 0.0692 hartree.

a.
Below is an isolated molecule of C2H3N3O3, with properties calculated with ωB97M-V/def2-TZVPD.

Properties
- frontier orbital gap (Ha) = 0.3772
- highest occupied orbital energy (eV) = -10.1219
- SMILES string = Nn1c(O)noc1=O

Each line ends with the natural charge from an NBO analysis.
Atoms and positions in Å:
N (-0.22, -0.06, 1.97)  -0.6645
N (-0.28, -0.08, 0.60)  -0.3422
C (0.86, -0.50, -0.14)  0.6115
O (1.97, -1.26, 0.51)  -0.6602
N (0.97, -0.30, -1.39)  -0.1552
O (-0.21, 0.58, -1.55)  -0.3726
C (-1.06, 0.59, -0.46)  0.8659
O (-2.08, 1.17, -0.37)  -0.5445
H (-0.38, 0.72, 2.55)  0.3944
H (-0.73, -0.89, 2.53)  0.3754
H (1.56, -1.22, 1.52)  0.4920

b.
Below is an isolated molecule of C2H3N3O3, with properties calculated with ωB97M-V/def2-TZVPD.

Properties
- frontier orbital gap (Ha) = 0.4147
- highest occupied orbital energy (eV) = -10.6795
- SMILES string = COn1nnoc1=O

Each line ends with the natural charge from an NBO analysis.
Atoms and positions in Å:
C (0.83, -1.16, -0.99)  -0.2615
O (-0.12, 0.01, -1.30)  -0.2978
N (-0.21, 0.63, -0.05)  -0.0570
N (0.61, 1.60, 0.42)  -0.0112
N (0.16, 1.99, 1.51)  0.1168
O (-0.94, 1.21, 1.88)  -0.3279
C (-1.26, 0.40, 0.75)  0.7995
O (-2.18, -0.37, 0.64)  -0.5643
H (0.37, -1.83, -0.30)  0.1972
H (0.95, -1.62, -2.00)  0.2093
H (1.79, -0.87, -0.57)  0.1970

Top of the stability list: a, leading by 0.0378 hartree.

a.
Below is a 2-piece molecular cluster, C5H14N2 overall, with properties calculated with ωB97M-V/def2-TZVPD.

Properties
- frontier orbital gap (Ha) = 0.3442
- highest occupied orbital energy (eV) = -8.3606
- SMILES string = C/C=C/N.CCN

Each line ends with the natural charge from an NBO analysis.
Atoms and positions in Å:
C (-1.75, -2.78, 0.41)  -0.6376
C (-1.20, -1.84, 1.48)  -0.2766
C (-0.94, -0.54, 1.25)  -0.0173
N (-0.56, 0.41, 2.27)  -0.8113
H (-1.92, -2.33, -0.63)  0.2120
H (-1.08, -3.67, 0.33)  0.2131
H (-2.78, -3.14, 0.66)  0.2125
H (-1.10, -2.25, 2.53)  0.1939
H (-1.27, -0.07, 0.31)  0.1858
H (0.17, 1.00, 1.90)  0.3636
H (-0.17, -0.15, 3.04)  0.3601
C (1.87, 2.35, -0.90)  -0.6191
C (0.98, 1.20, -1.32)  -0.2177
N (1.17, 0.99, -2.74)  -0.8391
H (1.92, 3.08, -1.69)  0.2210
H (1.51, 2.84, 0.01)  0.2061
H (2.90, 1.98, -0.74)  0.2001
H (1.20, 0.29, -0.70)  0.1621
H (-0.08, 1.38, -1.13)  0.1831
H (2.10, 0.60, -2.99)  0.3508
H (0.55, 0.26, -3.12)  0.3543

b.
Below is an isolated molecule of C5H14N2, with properties calculated with ωB97M-V/def2-TZVPD.

Properties
- frontier orbital gap (Ha) = 0.3625
- highest occupied orbital energy (eV) = -8.7641
- SMILES string = CCCCNCN

Each line ends with the natural charge from an NBO analysis.
Atoms and positions in Å:
C (-2.61, -0.13, 0.18)  -0.6225
C (-1.89, -1.46, -0.08)  -0.3943
C (-0.75, -1.26, -1.13)  -0.4030
C (0.18, -0.06, -1.02)  -0.2266
N (0.75, 0.19, 0.31)  -0.6396
C (2.00, 0.96, 0.23)  -0.0545
N (2.27, 1.69, 1.42)  -0.8588
H (-2.57, 0.47, -0.73)  0.2034
H (-2.11, 0.51, 0.93)  0.2197
H (-3.60, -0.33, 0.58)  0.2083
H (-2.53, -2.19, -0.58)  0.2010
H (-1.49, -1.94, 0.80)  0.1969
H (-0.11, -2.14, -0.96)  0.1957
H (-1.16, -1.20, -2.14)  0.2102
H (-0.16, 0.91, -1.42)  0.1847
H (0.98, -0.17, -1.78)  0.1648
H (0.96, -0.73, 0.70)  0.3438
H (2.89, 0.39, -0.05)  0.1688
H (1.91, 1.79, -0.50)  0.1761
H (2.79, 1.33, 2.21)  0.3613
H (1.45, 2.11, 1.85)  0.3644

c.
Below is an isolated molecule of C5H14N2, with properties calculated with ωB97M-V/def2-TZVPD.

Properties
- frontier orbital gap (Ha) = 0.3525
- highest occupied orbital energy (eV) = -8.5120
- SMILES string = CC[C@H](C)NCN

Each line ends with the natural charge from an NBO analysis.
Atoms and positions in Å:
C (1.94, -1.11, -1.64)  -0.6381
C (1.08, -1.09, -0.46)  -0.4176
C (0.11, 0.17, -0.32)  -0.0358
C (0.86, 1.42, -0.72)  -0.6102
N (-0.31, 0.44, 1.12)  -0.6224
C (-1.67, -0.16, 1.50)  -0.0384
N (-2.81, 0.70, 1.80)  -0.9116
H (2.67, -2.03, -1.42)  0.2131
H (1.39, -1.31, -2.57)  0.2184
H (2.79, -0.45, -1.61)  0.2192
H (0.38, -2.00, -0.52)  0.1949
H (1.66, -1.32, 0.44)  0.2179
H (-0.77, -0.11, -0.83)  0.1794
H (1.57, 1.60, -0.02)  0.2115
H (1.34, 1.08, -1.54)  0.2102
H (0.18, 2.33, -1.01)  0.2019
H (-0.55, 1.45, 1.25)  0.3463
H (-1.85, -0.99, 0.72)  0.1506
H (-1.54, -0.86, 2.47)  0.1505
H (-3.82, 0.50, 1.70)  0.3962
H (-2.66, 1.74, 1.64)  0.3642

Top of the stability list: b, leading by 0.0096 hartree.

a.
Below is an isolated molecule of C5H14N2, with properties calculated with ωB97M-V/def2-TZVPD.

Properties
- frontier orbital gap (Ha) = 0.3742
- highest occupied orbital energy (eV) = -9.1665
- SMILES string = CCC[C@@H](N)CN

Each line ends with the natural charge from an NBO analysis.
Atoms and positions in Å:
C (-2.40, -1.03, 0.68)  -0.6104
C (-2.06, -0.33, -0.65)  -0.3898
C (-0.89, 0.64, -0.62)  -0.3962
C (0.37, 0.08, 0.07)  -0.0717
N (0.78, -1.17, -0.57)  -0.8461
C (1.46, 1.15, 0.09)  -0.2295
N (2.69, 0.79, 0.82)  -0.8145
H (-1.60, -1.66, 1.04)  0.2030
H (-2.69, -0.32, 1.46)  0.1961
H (-3.26, -1.66, 0.47)  0.2098
H (-1.89, -1.11, -1.39)  0.2077
H (-2.96, 0.21, -0.95)  0.1974
H (-1.17, 1.56, -0.11)  0.1975
H (-0.63, 0.89, -1.64)  0.1984
H (0.06, -0.15, 1.10)  0.1835
H (1.35, -0.97, -1.38)  0.3523
H (1.33, -1.76, 0.03)  0.3586
H (1.73, 1.40, -0.93)  0.1800
H (1.10, 2.06, 0.59)  0.1940
H (2.45, 0.68, 1.80)  0.3422
H (2.95, -0.16, 0.54)  0.3377

b.
Below is C5H14N2 as an isolated structure, with properties calculated with ωB97M-V/def2-TZVPD.

Properties
- frontier orbital gap (Ha) = 0.3263
- highest occupied orbital energy (eV) = -9.0617

Each line ends with the natural charge from an NBO analysis.
Atoms and positions in Å:
C (-1.34, -0.43, 0.20)  -0.0664
C (-0.99, 0.41, 1.42)  -0.6155
C (-0.35, -0.20, -0.94)  -0.5684
N (-2.68, -0.07, -0.27)  -0.8389
H (-1.28, -1.50, 0.49)  0.1533
H (-2.98, -0.67, -1.03)  0.3564
H (-3.36, -0.17, 0.48)  0.3577
H (0.01, 0.17, 1.78)  0.2177
H (-1.03, 1.47, 1.16)  0.2148
H (-1.70, 0.23, 2.23)  0.2045
H (-0.54, 0.78, -1.37)  0.2383
H (1.04, 0.65, -0.48)  0.2372
H (-0.52, -0.87, -1.78)  0.2085
C (2.02, 1.43, -0.48)  -0.8336
C (1.88, -1.65, 0.08)  -0.1184
N (2.74, -0.86, 0.33)  -0.2330
H (2.76, 1.10, -1.20)  0.2150
H (2.49, 1.70, 0.45)  0.2186
H (1.42, 2.25, -0.88)  0.1938
H (1.69, -2.69, 0.29)  0.2509
H (0.75, -1.07, -0.47)  0.2077

Top of the stability list: a, leading by 0.1819 hartree.

a.
Below is an isolated molecule of C5H14N2, with properties calculated with ωB97M-V/def2-TZVPD.

Properties
- frontier orbital gap (Ha) = 0.3477
- highest occupied orbital energy (eV) = -8.3235
- SMILES string = CNC[C@H](C)NC

Each line ends with the natural charge from an NBO analysis.
Atoms and positions in Å:
C (-2.89, -0.02, 0.12)  -0.4045
N (-1.59, -0.06, -0.48)  -0.6572
C (-0.64, 0.95, 0.00)  -0.2098
C (0.83, 0.46, -0.11)  -0.0531
C (1.22, 0.23, -1.58)  -0.6324
N (0.86, -0.76, 0.72)  -0.6327
C (2.08, -0.94, 1.47)  -0.4091
H (-3.71, -0.14, -0.60)  0.1904
H (-3.07, 0.94, 0.61)  0.1778
H (-3.09, -0.83, 0.83)  0.1842
H (-1.53, -0.13, -1.48)  0.3579
H (-0.88, 1.89, -0.52)  0.1621
H (-0.78, 1.13, 1.05)  0.2000
H (1.40, 1.21, 0.43)  0.1908
H (0.34, 0.06, -2.18)  0.1978
H (1.98, -0.55, -1.66)  0.2138
H (1.68, 1.15, -1.95)  0.2133
H (0.59, -1.54, 0.15)  0.3656
H (1.96, -1.79, 2.13)  0.1987
H (3.00, -1.11, 0.88)  0.1570
H (2.24, -0.14, 2.16)  0.1896

b.
Below is C5H14N2 as an isolated structure, with properties calculated with ωB97M-V/def2-TZVPD.

Properties
- frontier orbital gap (Ha) = 0.3538
- highest occupied orbital energy (eV) = -8.5423

Each line ends with the natural charge from an NBO analysis.
Atoms and positions in Å:
C (-1.76, -0.30, 0.78)  -0.2274
N (-0.74, -1.09, 0.01)  -0.6589
C (0.61, -1.13, 0.68)  -0.2335
C (1.67, -0.77, -0.37)  -0.4104
C (1.98, 0.75, -0.59)  -0.3524
N (0.84, 1.72, 0.31)  -0.8352
C (-2.51, 0.46, -0.33)  -0.6073
H (-2.42, -0.89, 1.40)  0.1721
H (-1.17, 0.42, 1.36)  0.2091
H (-1.06, -2.03, -0.18)  0.3580
H (0.81, -2.16, 1.11)  0.1825
H (0.64, -0.32, 1.41)  0.2252
H (1.42, -1.24, -1.33)  0.2086
H (2.63, -1.19, -0.04)  0.2061
H (2.14, 0.87, -1.68)  0.2119
H (2.92, 0.96, -0.09)  0.2272
H (1.10, 2.66, 0.07)  0.3342
H (0.80, 1.27, -0.73)  0.3790
H (-2.73, -0.21, -1.14)  0.2031
H (-1.79, 1.24, -0.69)  0.2137
H (-3.40, 1.00, 0.03)  0.1945

c.
Below is an isolated molecule of C5H14N2, with properties calculated with ωB97M-V/def2-TZVPD.

Properties
- frontier orbital gap (Ha) = 0.3454
- highest occupied orbital energy (eV) = -8.2580
- SMILES string = CC(C)CNCN

Each line ends with the natural charge from an NBO analysis.
Atoms and positions in Å:
C (1.69, 1.05, 1.80)  -0.6046
C (0.56, 0.65, 0.83)  -0.2469
C (-0.63, 0.21, 1.67)  -0.6249
C (1.10, -0.41, -0.15)  -0.2123
N (0.16, -1.19, -0.95)  -0.6466
C (-0.71, -0.42, -1.91)  -0.0590
N (-1.99, -0.04, -1.42)  -0.8831
H (2.70, 0.98, 1.37)  0.2089
H (1.65, 0.43, 2.69)  0.2059
H (1.55, 2.09, 2.09)  0.2078
H (0.26, 1.51, 0.22)  0.1841
H (-0.72, 0.93, 2.49)  0.2048
H (-1.60, 0.09, 1.20)  0.2253
H (-0.47, -0.73, 2.22)  0.2020
H (1.75, -1.12, 0.36)  0.1937
H (1.74, 0.09, -0.89)  0.1838
H (-0.43, -1.79, -0.39)  0.3527
H (-0.09, 0.45, -2.11)  0.1641
H (-0.75, -1.10, -2.76)  0.1873
H (-1.98, 0.90, -1.05)  0.3724
H (-2.84, -0.38, -1.83)  0.3843

Top of the stability list: c, leading by 0.0171 hartree.